C38H44BBr2F10IN2O32P | ωB97M-V with the def2-TZVPD basis set

The geometry in XYZ format:
```
131
Properties=species:S:1:pos:R:3
C 1.80 1.93 -0.16
C 2.47 2.88 -1.16
B 1.61 2.97 -2.44
O 2.04 3.20 -3.69
C 0.01 2.83 -2.20
N -0.70 3.74 -1.53
C -2.02 3.37 -1.45
P -3.29 4.40 -0.63
O -3.66 3.29 0.49
Br -1.88 5.67 0.54
C -2.14 2.16 -2.06
C -3.39 1.38 -2.13
I -3.79 0.57 -4.06
C -3.50 0.33 -1.03
C -2.38 -0.68 -0.99
N -0.85 1.86 -2.53
Br -0.32 0.32 -3.40
H 0.91 2.32 0.29
H 2.48 1.70 0.65
H 1.59 0.99 -0.64
H 2.48 3.88 -0.74
H 3.46 2.54 -1.38
H 2.63 2.53 -4.05
H -0.31 4.59 -1.16
H -3.81 3.70 1.35
H -4.17 2.10 -1.96
H -3.48 0.88 -0.10
H -4.47 -0.14 -1.09
H -1.46 -0.21 -0.69
H -2.22 -1.13 -1.95
H -2.60 -1.45 -0.28
C 5.69 1.00 -3.73
C 6.71 -0.05 -3.35
O 6.48 -0.18 -1.95
C 5.19 0.13 -1.69
O 4.63 -0.08 -0.67
O 4.64 0.75 -2.76
F 7.98 0.36 -3.55
H 6.08 2.00 -3.59
H 5.32 0.89 -4.74
H 6.57 -1.02 -3.82
C -1.20 0.37 2.59
C -0.91 0.51 4.07
O 0.25 -0.30 4.22
C 0.91 -0.30 3.04
O 2.02 -0.66 2.87
O 0.11 0.18 2.05
F -1.92 0.00 4.82
H -1.82 -0.51 2.38
H -1.68 1.25 2.16
H -0.69 1.52 4.41
C -3.87 -5.79 -1.14
C -4.57 -4.65 -1.86
O -3.54 -3.67 -1.91
C -2.34 -4.32 -1.91
O -1.31 -3.81 -2.20
O -2.51 -5.60 -1.55
F -5.62 -4.16 -1.16
H -3.95 -5.68 -0.06
H -4.23 -6.77 -1.44
H -4.89 -4.88 -2.88
C -2.25 0.29 9.33
C -3.34 1.20 8.83
O -2.62 2.14 8.05
C -1.49 1.53 7.60
O -0.79 1.95 6.73
O -1.29 0.38 8.26
F -3.98 1.86 9.83
H -1.80 0.68 10.25
H -2.60 -0.73 9.49
H -4.08 0.71 8.20
C -7.33 -0.66 10.45
C -6.97 -0.56 11.92
O -5.81 -1.38 12.00
C -5.21 -1.36 10.79
O -4.09 -1.73 10.58
O -6.04 -0.86 9.85
F -7.93 -1.06 12.72
H -7.95 -1.53 10.26
H -7.80 0.23 10.06
H -6.72 0.45 12.26
C 1.90 -3.85 -4.73
C 1.48 -2.74 -5.67
O 2.60 -1.86 -5.63
C 3.70 -2.62 -5.34
O 4.82 -2.25 -5.45
O 3.32 -3.84 -4.89
F 0.38 -2.07 -5.22
H 1.64 -3.60 -3.70
H 1.48 -4.81 -4.99
H 1.31 -3.06 -6.70
C 1.42 -5.61 -10.24
C 2.34 -5.86 -9.06
O 1.50 -5.53 -7.96
C 0.21 -5.75 -8.34
O -0.71 -5.80 -7.59
O 0.13 -5.89 -9.68
F 3.42 -5.04 -9.06
H 1.47 -4.56 -10.55
H 1.62 -6.25 -11.09
H 2.67 -6.89 -8.95
C 4.82 -1.64 4.44
C 5.95 -0.68 4.73
O 7.06 -1.55 4.86
C 6.82 -2.66 4.11
O 7.63 -3.46 3.81
O 5.51 -2.70 3.76
F 5.77 0.00 5.89
H 4.38 -2.02 5.36
H 4.04 -1.22 3.81
H 6.15 0.04 3.93
C -6.92 3.23 -3.20
C -7.00 4.31 -2.14
O -8.39 4.42 -1.93
C -8.97 3.21 -2.23
O -10.06 2.89 -1.93
O -8.08 2.44 -2.91
F -6.51 5.50 -2.57
H -7.01 3.66 -4.20
H -6.02 2.63 -3.14
H -6.52 4.05 -1.19
C 8.52 5.59 -1.59
C 8.37 4.18 -1.06
O 7.54 3.58 -2.04
C 7.75 4.23 -3.22
O 7.41 3.82 -4.28
O 8.41 5.39 -3.01
F 7.75 4.14 0.14
H 7.70 6.22 -1.25
H 9.47 6.06 -1.34
H 9.31 3.62 -0.99
```

Kohn-Sham gap   9.1 eV
Energy   -293942.9202 eV
Multiplicity   1
E_HOMO   -12.1408 eV
Total charge   +1

Löwdin atomic charge list, values in e, 6 entries: -0.09, -0.11, -0.45, 0.19, -0.15, 0.10

C5H12N2O | ωB97M-V with the def2-TZVPD basis set

The geometry in XYZ format:
```
20
Properties=species:S:1:pos:R:3
C 0.95 1.14 -0.25
C -0.42 1.70 -0.72
C -1.28 0.77 -1.63
N -2.11 -0.10 -0.79
C 0.83 -0.31 0.25
N -0.04 -0.45 1.35
C 0.53 -1.45 2.24
O 1.82 -1.17 -0.24
H 1.72 1.13 -1.04
H 1.35 1.69 0.65
H -0.25 2.68 -1.28
H -1.05 1.95 0.13
H -1.96 1.29 -2.28
H -0.56 0.24 -2.28
H -2.58 -0.82 -1.34
H -1.62 -0.44 0.12
H 0.57 -0.97 -0.70
H 1.59 -1.23 2.54
H 0.00 -1.47 3.18
H 0.54 -2.46 1.79
```

Expectation value of S²   0.7571
Kohn-Sham gap (spin up / spin down)   5.8 / 7.0 eV
Energy   -10403.8132 eV
Relative energy (zero: lowest compared OMol25 entry of this formula, charge and spin)   62.1 kcal/mol
Multiplicity   2
E_HOMO (spin up / spin down)   -1.5668 / -2.8023 eV
Total charge   -1

Löwdin atomic charge list, values in e, 6 entries: -0.17, -0.22, -0.33, -0.05, -0.63, -0.10